No. 1
Density functional theory data (the ωB97M-V functional and the def2-TZVPD basis) for a 2-piece molecular cluster, CHI2NO overall in a non-equilibrium geometry.

ORCA input file:
```
! wB97M-V def2-TZVPD RIJCOSX def2/J DEFGRID3
* xyz 0 1
C 0.52 -0.57 0.78
N -0.96 0.04 -0.67
O 1.60 -0.27 0.52
I -1.13 1.82 0.41
I 0.14 0.23 -2.33
H -0.16 -1.25 1.29
*
```

Results
E, Eh: -763.9461
E_HOMO (spin up / spin down), eV: -8.398 / -8.397
Energy relative to the best compared isomer or geometry (same formula, charge and spin), kJ/mol: 254.41
LUMO level (spin up / spin down), eV: -0.64 / -0.64

These are the natural (NBO) partial charges, in e, on atoms 1 to 4: 0.620, -0.999, -0.392, 0.239

---

No. 2
Density functional theory data (the ωB97M-V functional and the def2-TZVPD basis) for C9H16N2O2 as an isolated structure in a non-equilibrium geometry.

ORCA input file:
```
! wB97M-V def2-TZVPD RIJCOSX def2/J DEFGRID3
* xyz 0 1
C 0.89 2.76 -1.12
C -0.17 3.11 -0.10
C -0.19 2.67 1.20
C 1.55 1.16 0.66
C -1.76 -0.93 2.10
C -0.94 -1.77 1.05
C -0.78 -1.24 -0.38
C 0.26 -1.95 -1.23
C 0.42 -1.69 -2.64
H 2.64 1.39 -0.87
H -1.11 3.63 -0.47
H -1.13 2.85 1.92
H 1.10 1.30 2.65
H -1.27 0.12 1.60
H -2.96 -1.16 2.22
H -0.85 -0.97 3.11
H -1.11 -2.78 1.23
H -0.03 -1.68 1.71
H -1.62 -1.48 -1.00
H -0.77 -0.03 -0.33
H -0.31 -3.03 -1.23
H 1.24 -2.19 -0.59
H 0.35 -0.57 -2.77
H 1.40 -2.04 -2.98
H -0.46 -2.03 -3.42
N 1.72 1.78 -0.55
N 0.59 1.59 1.61
O 1.04 3.09 -2.31
O 2.24 0.10 0.92
*
```

Results
E, Eh: -612.3442
E_HOMO, eV: -9.719
Energy relative to the best compared isomer or geometry (same formula, charge and spin), kJ/mol: 634.17
LUMO level, eV: 0.02

These are the natural (NBO) partial charges, in e, on atoms 1 to 4: 0.651, -0.399, 0.058, 0.769

---

No. 3
Density functional theory data (the ωB97M-V functional and the def2-TZVPD basis) for C39H47BrN6O4PSTi as an isolated structure in a non-equilibrium geometry.

ORCA input file:
```
! wB97M-V def2-TZVPD RIJCOSX def2/J DEFGRID3
* xyz 1 1
Ti 9.50 9.11 11.33
O 5.84 10.73 10.32
C 7.06 10.89 10.43
O 7.83 10.14 11.25
C 7.71 11.99 9.68
C 6.88 12.93 9.07
C 7.29 13.97 8.32
C 8.67 14.17 8.08
C 9.50 13.10 8.27
C 9.03 11.97 9.12
S 10.07 10.55 9.40
H 5.84 12.76 9.28
H 6.60 14.64 7.84
H 9.07 15.08 7.64
H 10.43 13.07 7.76
O 8.54 15.78 16.29
C 8.71 14.59 15.61
C 7.66 13.76 15.24
C 7.94 12.67 14.46
N 9.17 12.35 14.06
C 10.17 13.11 14.44
Br 11.96 12.69 13.77
C 10.00 14.21 15.29
H 7.69 16.13 16.00
H 6.63 13.95 15.55
H 7.18 11.96 14.16
H 10.81 14.83 15.66
C 5.57 8.21 12.35
C 6.23 8.54 13.65
C 5.43 8.97 14.71
C 5.95 9.03 16.01
C 7.33 9.14 16.17
C 8.21 8.85 15.12
C 9.71 8.91 15.39
C 7.66 8.44 13.86
N 8.44 7.86 12.87
C 8.22 6.56 12.43
C 7.60 5.52 13.31
C 8.65 6.30 11.11
C 8.34 5.11 10.32
N 9.38 7.32 10.50
C 10.38 7.11 9.59
C 10.16 7.37 8.20
C 8.81 7.69 7.62
C 11.27 7.56 7.37
C 12.56 7.26 7.85
C 12.69 6.62 9.09
C 11.63 6.51 9.97
C 11.79 5.84 11.33
H 4.45 8.23 12.50
H 5.82 7.21 11.95
H 5.88 8.95 11.63
H 4.35 9.18 14.49
H 5.28 9.05 16.88
H 7.72 9.49 17.13
H 9.88 9.82 16.04
H 10.29 9.00 14.50
H 10.04 7.99 15.95
H 7.62 5.88 14.34
H 8.13 4.56 13.24
H 6.52 5.34 13.08
H 7.69 5.45 9.51
H 7.85 4.29 10.89
H 9.29 4.75 9.91
H 8.57 6.95 6.86
H 8.86 8.72 7.21
H 7.98 7.59 8.34
H 11.20 8.04 6.40
H 13.44 7.58 7.33
H 13.66 6.29 9.42
H 12.80 5.37 11.40
H 11.07 5.03 11.48
H 11.73 6.59 12.10
C 17.82 12.50 8.53
N 16.63 13.30 8.61
C 16.46 14.07 7.41
N 16.36 13.13 6.22
C 17.56 12.26 6.19
N 17.78 11.48 7.43
C 16.79 10.44 7.70
P 15.12 11.29 7.77
C 15.47 12.59 9.10
C 15.11 12.34 6.26
H 17.97 11.97 9.49
H 18.68 13.12 8.42
H 17.25 14.76 7.24
H 15.48 14.53 7.44
H 18.46 12.88 6.06
H 17.44 11.58 5.32
H 17.00 9.99 8.69
H 16.76 9.58 6.99
H 15.61 11.98 10.00
H 14.61 13.22 9.27
H 14.26 13.03 6.15
H 15.09 11.67 5.44
C 12.34 9.22 12.11
O 10.87 9.27 12.34
H 12.61 8.60 11.22
H 12.72 8.77 13.01
H 12.73 10.23 12.01
*
```

Results
E, Eh: -6306.6028
E_HOMO, eV: -9.158
Energy relative to the best compared isomer or geometry (same formula, charge and spin), kJ/mol: 0.00
LUMO level, eV: -5.61

These are the Löwdin partial charges, in e, on atoms 1 to 4: 0.953, 0.072, -0.485, -0.213

---

No. 4
Density functional theory data (the ωB97M-V functional and the def2-TZVPD basis) for C49H53F6Ge2RhS4Sb as an isolated structure in a non-equilibrium geometry.

ORCA input file:
```
! wB97M-V def2-TZVPD RIJCOSX def2/J DEFGRID3
* xyz 0 6
Rh -0.06 -2.67 -2.60
C -6.22 -2.82 1.29
C -4.83 -2.52 1.77
C -3.91 -3.51 1.95
C -2.68 -3.26 2.57
C -1.74 -4.42 2.78
C -2.41 -1.94 2.97
C -3.38 -0.93 2.82
C -3.06 0.49 3.19
C -4.60 -1.22 2.23
C -1.08 -1.67 3.58
C -0.89 -2.03 4.93
C 0.32 -1.85 5.57
C 1.42 -1.51 4.78
C 1.33 -1.27 3.44
C 0.06 -1.33 2.85
Ge -0.11 -0.95 0.90
S -0.07 -3.04 -0.31
S 1.32 0.46 -0.13
Ge -0.44 0.74 -1.47
S -0.49 -0.55 -3.32
S -1.95 -0.20 -0.01
C -0.62 2.68 -1.83
C 0.54 3.38 -2.26
C 0.45 4.76 -2.62
C -0.75 5.38 -2.58
C -1.90 4.65 -2.17
C -1.87 3.33 -1.81
C -3.17 2.64 -1.49
C -4.01 2.10 -2.51
C -3.56 2.08 -3.94
C -5.23 1.60 -2.10
C -5.63 1.54 -0.78
C -6.89 0.87 -0.33
C -4.78 2.02 0.21
C -3.53 2.64 -0.12
C -2.60 3.20 0.90
C 1.88 2.72 -2.41
C 2.25 2.05 -3.60
C 1.34 2.09 -4.81
C 3.47 1.39 -3.62
C 4.40 1.46 -2.57
C 5.75 0.87 -2.64
C 4.10 2.30 -1.50
C 2.87 2.92 -1.36
C 2.59 3.65 -0.09
C 2.60 -1.08 2.70
C 3.32 -2.16 2.21
C 2.75 -3.54 2.29
C 4.61 -1.99 1.77
C 5.12 -0.70 1.67
C 6.58 -0.46 1.17
C 4.40 0.36 2.13
C 3.07 0.23 2.60
C 2.36 1.42 3.10
H -6.58 -3.76 1.73
H -6.28 -2.90 0.17
H -6.95 -2.08 1.54
H -4.11 -4.55 1.68
H -2.09 -5.28 2.27
H -1.55 -4.69 3.79
H -0.78 -4.18 2.32
H -2.39 0.87 2.41
H -2.55 0.50 4.18
H -3.91 1.15 3.28
H -5.31 -0.42 2.05
H -1.81 -2.44 5.44
H 0.50 -1.99 6.60
H 2.36 -1.40 5.35
H 1.36 5.29 -2.87
H -0.79 6.44 -2.69
H -2.85 5.14 -2.26
H -2.78 1.34 -4.20
H -3.08 3.03 -4.30
H -4.36 1.84 -4.59
H -5.86 1.09 -2.86
H -6.88 -0.13 -0.77
H -7.81 1.42 -0.63
H -6.97 0.77 0.76
H -5.14 2.04 1.24
H -2.79 2.76 1.85
H -2.70 4.29 0.95
H -1.54 3.06 0.59
H 0.31 2.02 -4.44
H 1.55 1.28 -5.52
H 1.55 2.99 -5.38
H 3.70 0.85 -4.56
H 5.88 0.28 -3.54
H 5.87 0.19 -1.79
H 6.55 1.57 -2.55
H 4.84 2.51 -0.79
H 1.70 3.32 0.43
H 2.46 4.78 -0.32
H 3.46 3.61 0.51
H 1.78 -3.61 2.77
H 3.40 -4.13 2.91
H 2.80 -4.04 1.32
H 5.23 -2.80 1.42
H 6.74 -0.98 0.24
H 7.28 -0.81 1.90
H 6.70 0.60 1.00
H 4.84 1.37 2.09
H 2.07 2.13 2.24
H 2.82 2.05 3.81
H 1.43 1.07 3.53
F 2.20 -3.48 -2.99
Sb 3.99 -3.13 -2.21
F 4.81 -3.93 -3.70
F 3.91 -1.49 -3.20
F 5.66 -2.57 -1.42
F 3.03 -2.25 -0.75
F 3.99 -4.68 -1.17
C -0.76 -4.39 -3.91
H -1.70 -4.71 -3.48
H 0.03 -5.17 -3.86
H -0.90 -4.02 -4.97
*
```

Results
E, Eh: -8595.7333
E_HOMO (spin up / spin down), eV: -8.355 / -8.364
LUMO level (spin up / spin down), eV: -0.04 / -3.21

These are the Löwdin partial charges, in e, on atoms 1 to 4: 0.496, -0.053, -0.263, -0.007

---

No. 5
Density functional theory data (the ωB97M-V functional and the def2-TZVPD basis) for a 9-piece molecular cluster, C33H37N9 overall in a non-equilibrium geometry.

ORCA input file:
```
! wB97M-V def2-TZVPD RIJCOSX def2/J DEFGRID3
* xyz 0 1
C 0.70 -6.46 0.74
C -0.60 -5.98 0.68
C -0.87 -4.58 0.60
N 0.13 -3.76 0.48
C 1.40 -4.15 0.51
C 1.72 -5.49 0.67
H 0.89 -7.54 0.84
H -1.34 -6.74 0.88
H -1.89 -4.33 0.42
H 2.12 -3.34 0.49
H 2.75 -5.81 0.72
C -1.47 2.80 -3.93
C -2.32 2.40 -2.88
C -3.19 1.29 -3.04
N -3.22 0.65 -4.19
C -2.32 0.91 -5.11
C -1.42 1.99 -5.05
H -0.80 3.68 -3.96
H -2.49 2.99 -1.96
H -3.92 1.09 -2.25
H -2.41 0.36 -6.10
H -1.05 2.29 -6.02
C 0.64 4.08 4.50
C -0.02 3.68 3.35
C 0.22 4.22 2.13
N 1.01 5.26 1.94
C 1.48 5.84 3.06
C 1.29 5.31 4.35
H 0.52 3.53 5.45
H -0.75 2.81 3.33
H -0.24 3.83 1.30
H 1.99 6.79 2.91
H 1.79 5.86 5.15
C 2.33 1.11 2.62
C 2.88 0.25 3.54
C 2.59 -1.12 3.44
N 1.94 -1.65 2.39
C 1.39 -0.78 1.52
C 1.51 0.57 1.62
H 2.52 2.13 2.68
H 3.57 0.66 4.29
H 3.08 -1.79 4.18
H 0.81 -1.21 0.73
H 0.95 1.23 0.94
C -2.89 -1.21 1.41
C -2.13 -0.67 0.38
C -1.79 0.69 0.54
N -2.11 1.43 1.63
C -2.98 0.87 2.51
C -3.43 -0.44 2.42
H -3.06 -2.27 1.32
H -1.79 -1.29 -0.43
H -1.15 1.15 -0.22
H -3.27 1.51 3.37
H -4.14 -0.78 3.16
C 4.75 5.18 4.26
C 4.26 4.07 5.09
N 3.96 3.17 5.72
H 4.22 6.10 4.44
H 4.69 4.98 3.20
H 5.79 5.37 4.51
C 3.27 -0.76 -4.00
C 3.74 -2.12 -4.06
N 4.07 -3.22 -4.32
H 3.99 -0.04 -3.54
H 2.35 -0.64 -3.48
H 3.10 -0.26 -4.98
C -5.35 -1.85 -4.83
C -4.24 -2.43 -4.05
N -3.45 -3.09 -3.55
H -4.98 -1.01 -5.43
H -6.07 -1.35 -4.16
H -5.83 -2.67 -5.37
C -0.21 -4.06 -3.16
C -0.26 -2.62 -3.42
N -0.34 -1.52 -3.67
H 0.63 -4.41 -3.64
H -1.14 -4.45 -3.57
H -0.11 -4.22 -2.08
*
```

Results
SMILES: c1ccncc1.c1ccncc1.c1ccncc1.c1ccncc1.c1ccncc1.CC#N.CC#N.CC#N.CC#N
E, Eh: -1772.3562
E_HOMO, eV: -9.266
LUMO level, eV: 0.64

These are the Löwdin partial charges, in e, on atoms 1 to 4: -0.075, -0.070, -0.158, 0.043

---

No. 6
Density functional theory data (the ωB97M-V functional and the def2-TZVPD basis) for C20H44Br6N3O13P as an isolated structure in a non-equilibrium geometry.

ORCA input file:
```
! wB97M-V def2-TZVPD RIJCOSX def2/J DEFGRID3
* xyz -1 2
C -0.45 -1.05 1.24
Br -1.63 -0.36 -0.21
Br 0.19 -2.83 0.67
Br -1.36 -1.10 3.09
H 0.39 -0.35 1.32
C 3.21 0.50 3.17
Br 4.76 1.65 3.72
Br 2.05 -0.13 4.61
Br 3.78 -1.01 1.96
H 2.65 1.09 2.44
O 5.22 1.31 -1.67
P 4.14 1.22 -2.68
N 4.58 0.43 -4.10
C 5.98 0.19 -4.59
C 3.51 0.02 -5.06
N 3.68 2.75 -3.25
C 4.70 3.86 -3.21
C 2.50 3.06 -3.93
N 2.67 0.48 -2.16
C 2.21 0.94 -0.90
C 2.43 -0.94 -2.44
H 6.07 -0.68 -5.25
H 6.71 -0.10 -3.84
H 6.39 1.04 -5.14
H 3.57 -1.06 -5.22
H 3.63 0.55 -6.00
H 2.54 0.42 -4.76
H 4.45 4.80 -3.71
H 4.88 4.19 -2.19
H 5.69 3.56 -3.57
H 2.66 2.68 -4.94
H 1.67 2.54 -3.44
H 2.30 4.12 -3.80
H 2.29 2.03 -1.00
H 1.14 0.79 -0.83
H 2.79 0.48 -0.10
H 2.17 -1.66 -1.66
H 3.31 -1.36 -2.92
H 1.77 -0.92 -3.31
C 0.78 0.42 -7.41
O 0.11 0.07 -6.14
C -0.42 1.05 -5.37
O -0.75 2.19 -5.73
O -0.55 0.54 -4.18
C -1.29 1.31 -3.26
H 1.15 1.44 -7.41
H 0.09 0.32 -8.25
H 1.47 -0.41 -7.53
H -1.27 0.77 -2.31
H -2.34 1.47 -3.52
H -0.65 2.17 -3.10
C -6.90 0.70 8.73
O -5.61 0.44 8.14
C -5.38 0.74 6.77
O -6.13 1.43 6.07
O -4.37 -0.11 6.34
C -4.24 -0.27 5.01
H -6.97 0.68 9.82
H -7.48 -0.11 8.29
H -7.35 1.67 8.55
H -4.79 -1.14 4.65
H -3.18 -0.35 4.76
H -4.53 0.54 4.34
C -3.43 -7.59 -0.95
O -2.34 -7.35 -0.07
C -2.51 -6.44 0.92
O -3.51 -5.79 1.20
O -1.27 -6.21 1.47
C -1.08 -5.21 2.52
H -2.91 -7.07 -1.76
H -4.38 -7.07 -0.85
H -3.38 -8.58 -1.41
H -1.45 -4.25 2.17
H -0.03 -5.00 2.76
H -1.63 -5.45 3.43
C -2.92 2.14 1.86
O -1.79 2.02 2.69
C -1.74 2.64 3.98
O -2.57 3.50 4.42
O -0.74 2.16 4.59
C -0.34 2.49 5.94
H -3.77 1.56 2.21
H -2.79 1.97 0.79
H -3.31 3.16 1.82
H -0.01 3.52 5.79
H 0.45 1.85 6.32
H -1.19 2.28 6.58
*
```

Results
E, Eh: -17716.1789
E_HOMO (spin up / spin down), eV: -1.811 / -6.060
LUMO level (spin up / spin down), eV: 1.71 / 1.73

These are the Löwdin partial charges, in e, on atoms 1 to 4: -1.435, 0.514, 0.457, 0.396

---

No. 7
Density functional theory data (the ωB97M-V functional and the def2-TZVPD basis) for a single C2HF3S2 molecule in a non-equilibrium geometry.

ORCA input file:
```
! wB97M-V def2-TZVPD RIJCOSX def2/J DEFGRID3
* xyz 0 3
C 2.54 -0.66 -0.06
C 2.49 0.69 -0.12
F 1.63 -1.48 -0.43
F 3.58 -1.29 0.49
F 3.45 1.42 0.42
S -0.22 1.19 1.16
S 0.86 1.36 -0.60
H -0.58 0.03 1.05
*
```

Results
E, Eh: -1172.5790
E_HOMO (spin up / spin down), eV: -5.945 / -9.812
Energy relative to the best compared isomer or geometry (same formula, charge and spin), kJ/mol: 0.00
LUMO level (spin up / spin down), eV: 0.58 / -2.78

These are the natural (NBO) partial charges, in e, on atoms 1 to 4: 0.602, 0.208, -0.257, -0.289

---

No. 8
Density functional theory data (the ωB97M-V functional and the def2-TZVPD basis) for a single C7H5NO3S molecule in a non-equilibrium geometry.

ORCA input file:
```
! wB97M-V def2-TZVPD RIJCOSX def2/J DEFGRID3
* xyz 0 1
N 0.85 2.65 0.16
C 1.62 1.57 -0.06
O 2.82 1.63 -0.23
C 0.90 0.28 -0.05
C 1.42 -0.97 -0.07
C 0.69 -2.18 -0.06
C -0.68 -2.25 -0.02
C -1.37 -1.04 -0.01
C -0.86 0.23 -0.02
S -2.63 0.19 0.01
O -3.22 0.55 1.27
O -3.28 0.54 -1.22
H -0.14 2.57 0.31
H 1.29 3.56 0.19
H 2.51 -1.04 -0.10
H 1.26 -3.10 -0.07
H -1.19 -3.20 -0.01
*
```

Results
SMILES: NC(=O)c1cccc2c1S2(=O)=O
E, Eh: -948.2717
E_HOMO, eV: -10.147
Energy relative to the best compared isomer or geometry (same formula, charge and spin), kJ/mol: 388.62
LUMO level, eV: -0.89

These are the natural (NBO) partial charges, in e, on atoms 1 to 4: -0.795, 0.603, -0.589, -0.023